*i*
Formula: C4H5FN2O
Source: OMol25
Level of theory: wB97M-V/def2-TZVPD

Properties
highest occupied orbital energy	-8.929	eV
SMILES string	NCc1cnc(F)o1

```
! RIJCOSX wB97M-V def2-TZVPD def2/J DEFGRID3
* xyz 0 1
N -1.72 -1.09 -0.41
C -1.29 0.24 0.22
C 0.22 0.35 0.14
C 1.14 1.34 -0.14
N 2.38 0.87 -0.24
C 2.17 -0.45 -0.13
F 3.19 -1.28 -0.01
O 0.95 -0.85 0.15
H -1.51 -1.99 0.32
H -2.83 -0.98 -0.69
H -2.00 1.07 -0.51
H -1.63 0.30 1.32
H 0.93 2.49 0.00
*
```

*ii*
Formula: C4H5FN2O
Source: OMol25
Level of theory: wB97M-V/def2-TZVPD

Properties
highest occupied orbital energy	-10.747	eV
SMILES string	C[C@@H](F)c1cnno1

```
! RIJCOSX wB97M-V def2-TZVPD def2/J DEFGRID3
* xyz 0 1
C -1.60 -1.34 0.90
C -0.23 -1.45 0.26
F -0.55 -1.81 -1.09
C 0.36 -0.05 0.24
C 1.42 0.66 0.59
N 1.35 1.95 0.16
N 0.30 2.06 -0.54
O -0.39 0.91 -0.55
H -1.62 -0.79 1.74
H -2.31 -0.80 0.21
H -1.89 -2.38 1.24
H 0.49 -2.29 0.67
H 2.16 0.25 1.07
*
```

Which is the most stable structure? *i* is the most stable.

*i*
Formula: C3H9S
Source: OMol25
Level of theory: wB97M-V/def2-TZVPD

Properties
highest occupied orbital energy	-2.493	eV

```
! RIJCOSX wB97M-V def2-TZVPD def2/J DEFGRID3
* xyz -1 1
S -2.86 -0.21 2.02
H -3.59 0.86 2.42
C 0.54 0.14 0.89
C 0.00 -0.08 -0.53
C 1.05 -0.25 -1.62
H 1.07 -0.73 1.20
H -0.37 0.31 1.56
H 1.29 0.96 0.97
H -0.52 0.79 -0.90
H -0.68 -1.11 -0.44
H 0.66 -0.72 -2.51
H 1.38 0.78 -1.90
H 2.01 -0.72 -1.14
*
```

*ii*
Formula: C3H9S
Source: OMol25
Level of theory: wB97M-V/def2-TZVPD

Properties
highest occupied orbital energy	-2.353	eV

```
! RIJCOSX wB97M-V def2-TZVPD def2/J DEFGRID3
* xyz -1 1
C 3.88 0.87 -1.62
C 3.16 -0.42 -1.35
H 3.76 1.53 -0.77
H 3.46 1.39 -2.46
H 4.98 0.75 -1.80
H 2.58 -0.34 -0.41
H 2.42 -0.79 -2.07
H 3.89 -1.23 -1.21
C -2.38 -0.65 2.56
S -2.61 0.10 0.25
H -1.36 -0.38 2.68
H -3.14 0.08 2.63
H -2.68 -1.66 2.54
*
```

*iii*
Formula: C3H9S
Source: OMol25
Level of theory: wB97M-V/def2-TZVPD

Properties
highest occupied orbital energy	-2.050	eV

```
! RIJCOSX wB97M-V def2-TZVPD def2/J DEFGRID3
* xyz -1 1
C 2.15 0.72 0.97
C 0.73 0.72 1.51
H 2.43 1.72 0.63
H 2.31 0.08 0.10
H 2.92 0.48 1.72
H 0.07 1.31 0.87
H 0.33 -0.29 1.56
H 0.75 1.19 2.50
C -2.43 -1.25 -2.03
S -1.00 -0.33 -1.36
H -2.87 -1.92 -1.28
H -3.21 -0.55 -2.33
H -2.18 -1.89 -2.87
*
```

*iv*
Formula: C3H9S
Source: OMol25
Level of theory: wB97M-V/def2-TZVPD

Properties
highest occupied orbital energy	-1.921	eV

```
! RIJCOSX wB97M-V def2-TZVPD def2/J DEFGRID3
* xyz -1 1
C 0.96 0.36 2.35
C 2.49 0.44 2.80
H 0.96 1.07 1.43
H 0.38 0.96 3.16
H 0.77 -0.66 2.09
H 3.02 -0.32 2.33
H 2.77 1.48 2.78
H 2.55 0.04 3.74
C -0.60 -0.22 -0.92
S -1.63 -0.33 -2.46
H -1.38 -0.05 -0.11
H -0.16 -1.27 -0.63
H 0.14 0.57 -0.90
*
```

Which is the most stable structure? *iii* is the most stable.

*i*
Formula: C10H11N
Source: OMol25
Level of theory: wB97M-V/def2-TZVPD

Properties
highest occupied orbital energy	-7.146	eV
SMILES string	C[C@H]1[C@]23C=CC=C[C@]12NC=C3

```
! RIJCOSX wB97M-V def2-TZVPD def2/J DEFGRID3
* xyz 0 1
C -1.20 -1.26 -1.47
C -0.50 -0.97 -0.18
C 0.80 -0.19 -0.07
C 1.69 -0.52 1.04
C 1.26 -0.34 2.31
C 0.06 0.38 2.63
C -0.66 1.02 1.68
C -0.39 0.75 0.30
N -0.58 1.60 -0.80
C 0.48 1.43 -1.68
C 1.30 0.43 -1.33
H -1.24 -0.39 -2.11
H -2.22 -1.59 -1.27
H -0.68 -2.05 -2.01
H -0.73 -1.57 0.68
H 2.69 -0.87 0.82
H 1.89 -0.63 3.14
H -0.18 0.52 3.67
H -1.43 1.74 1.93
H -1.01 2.50 -0.67
H 0.53 2.05 -2.55
H 2.18 0.11 -1.85
*
```

*ii*
Formula: C10H11N
Source: OMol25
Level of theory: wB97M-V/def2-TZVPD

Properties
highest occupied orbital energy (spin up / spin down)	-8.751 / -7.351	eV

```
! RIJCOSX wB97M-V def2-TZVPD def2/J DEFGRID3
* xyz 0 1
C 3.16 -0.03 -0.27
C 2.62 -1.30 -0.03
C 2.35 1.10 -0.15
C 1.30 -1.38 0.14
C 1.01 0.99 0.11
C 0.39 -0.27 0.23
C -1.53 -1.78 0.48
C -0.94 -0.41 0.63
C -2.33 1.30 -0.72
C -1.95 0.69 0.71
N -1.80 -1.91 -0.72
H 4.06 0.12 -0.75
H 3.33 -2.13 -0.13
H 2.69 2.09 -0.24
H 0.84 -2.30 0.18
H 0.34 1.87 0.01
H -1.76 -2.45 1.25
H -1.57 1.80 -1.22
H -3.21 1.86 -0.67
H -2.80 0.51 -1.41
H -2.81 0.26 1.11
H -1.39 1.37 1.43
*
```

*iii*
Formula: C10H11N
Source: OMol25
Level of theory: wB97M-V/def2-TZVPD

Properties
highest occupied orbital energy	-8.245	eV

```
! RIJCOSX wB97M-V def2-TZVPD def2/J DEFGRID3
* xyz 0 1
C 0.51 2.09 -0.30
C -0.69 1.34 0.15
C -0.42 -0.12 0.40
C -1.46 -0.65 1.23
C -1.38 -2.05 1.42
C -0.42 -2.90 1.03
C 0.53 -2.30 0.21
C 0.64 -0.92 -0.10
C 1.51 -0.17 -1.00
C 1.24 1.12 -1.19
H 0.57 3.85 -1.90
H -0.53 2.91 -2.18
H 1.24 2.83 0.55
H -1.30 1.31 -0.82
H -0.98 2.25 0.73
H -2.30 -0.03 1.79
H -2.04 -2.07 2.53
H -0.38 -4.06 1.11
H 1.26 -3.03 -0.10
H 2.36 -0.66 -1.62
H 1.64 1.85 -1.79
N 0.03 3.17 -1.34
*
```

*iv*
Formula: C10H11N
Source: OMol25
Level of theory: wB97M-V/def2-TZVPD

Properties
highest occupied orbital energy	-8.377	eV
SMILES string	C=C1c2ncccc2C[C@H]1C

```
! RIJCOSX wB97M-V def2-TZVPD def2/J DEFGRID3
* xyz 0 1
C 1.07 -2.33 -0.54
C 0.72 -1.04 -0.31
C -0.64 -0.60 -0.16
N -1.66 -1.38 0.22
C -2.84 -0.79 0.40
C -3.01 0.56 0.17
C -1.96 1.42 -0.17
C -0.75 0.78 -0.38
C 0.66 1.28 -0.65
C 1.61 0.14 -0.35
C 2.41 0.40 1.00
H 2.15 -2.59 -0.62
H 0.40 -3.29 -0.55
H -3.74 -1.50 0.57
H -3.89 1.12 0.50
H -2.28 2.50 -0.18
H 0.81 1.77 -1.62
H 0.62 2.18 -0.07
H 2.32 -0.15 -1.16
H 1.70 0.54 1.78
H 3.09 1.28 0.84
H 3.21 -0.31 1.29
*
```

Which is the most stable structure? *iv* is the most stable.

*i*
Formula: CH3NO
Source: OMol25
Level of theory: wB97M-V/def2-TZVPD

Properties
highest occupied orbital energy	-10.265	eV
SMILES string	C=NO

```
! RIJCOSX wB97M-V def2-TZVPD def2/J DEFGRID3
* xyz 0 1
C 0.02 0.78 0.04
N 0.78 -0.13 0.53
O 0.40 -1.43 0.03
H -0.71 0.46 -0.87
H 0.18 1.81 0.35
H -0.69 -1.48 -0.08
*
```

*ii*
Formula: CH3NO
Source: OMol25
Level of theory: wB97M-V/def2-TZVPD

Properties
highest occupied orbital energy	-10.495	eV
SMILES string	C=NO

```
! RIJCOSX wB97M-V def2-TZVPD def2/J DEFGRID3
* xyz 0 1
C -0.74 -0.06 0.03
N 0.28 -0.77 0.03
O 1.54 -0.20 -0.02
H -0.83 1.04 -0.09
H -1.64 -0.74 -0.08
H 1.39 0.74 0.14
*
```

*iii*
Formula: CH3NO
Source: OMol25
Level of theory: wB97M-V/def2-TZVPD

Properties
highest occupied orbital energy	-10.138	eV

```
! RIJCOSX wB97M-V def2-TZVPD def2/J DEFGRID3
* xyz 0 1
C -0.20 -0.57 0.27
H -0.52 1.37 -0.21
H 1.21 0.83 -0.89
H 0.50 -1.43 0.23
N -0.16 0.44 -0.70
O -0.82 -0.64 1.29
*
```

*iv*
Formula: CH3NO
Source: OMol25
Level of theory: wB97M-V/def2-TZVPD

Properties
highest occupied orbital energy	-10.388	eV
SMILES string	C=NO

```
! RIJCOSX wB97M-V def2-TZVPD def2/J DEFGRID3
* xyz 0 1
C 0.74 -0.13 -0.03
N -0.30 -0.86 -0.01
O -1.52 -0.22 -0.03
H 0.68 0.97 -0.06
H 1.78 -0.50 0.03
H -1.38 0.73 0.10
*
```

Which is the most stable structure? *iii* is the most stable.

*i*
Formula: C5H18O3
Source: OMol25
Level of theory: wB97M-V/def2-TZVPD

Properties
highest occupied orbital energy	-11.112	eV
SMILES string	CCCCC.O.O.O

```
! RIJCOSX wB97M-V def2-TZVPD def2/J DEFGRID3
* xyz 0 1
C 0.20 0.04 2.27
C -0.69 -1.00 1.58
C -0.28 -1.31 0.18
C -0.39 -0.18 -0.84
C -1.80 0.09 -1.35
H 0.28 0.94 1.66
H -0.28 0.39 3.18
H 1.20 -0.36 2.48
H -0.60 -1.92 2.16
H -1.71 -0.61 1.64
H 0.75 -1.70 0.11
H -0.88 -2.13 -0.22
H 0.00 0.72 -0.39
H 0.26 -0.35 -1.69
H -2.04 1.03 -1.85
H -2.20 -0.75 -1.93
H -2.47 0.08 -0.46
O 0.97 3.31 -3.16
H 1.71 3.69 -3.63
H 0.92 2.36 -3.33
O 0.41 5.85 -0.74
H 0.84 5.08 -0.34
H -0.52 5.59 -0.68
O 2.39 -6.15 1.56
H 1.45 -5.98 1.48
H 2.48 -6.75 2.31
*
```

*ii*
Formula: C5H18O3
Source: OMol25
Level of theory: wB97M-V/def2-TZVPD

Properties
highest occupied orbital energy	-10.770	eV
SMILES string	CCC(C)C.O.O.O

```
! RIJCOSX wB97M-V def2-TZVPD def2/J DEFGRID3
* xyz 0 1
C 0.03 -0.52 2.33
C -0.31 0.17 1.02
C -1.67 0.88 0.99
C -2.04 1.13 -0.50
C -1.55 2.25 1.70
H 1.01 -1.00 2.25
H 0.08 0.14 3.20
H -0.72 -1.28 2.57
H 0.44 0.91 0.74
H -0.28 -0.59 0.23
H -2.50 0.36 1.47
H -2.08 0.18 -1.01
H -1.26 1.74 -0.94
H -3.01 1.63 -0.59
H -1.24 3.05 1.02
H -0.85 2.22 2.54
H -2.51 2.54 2.12
O 0.63 1.13 -2.68
H 0.86 0.19 -2.64
H 0.20 1.27 -3.52
O 2.03 -3.14 0.00
H 2.15 -2.74 0.87
H 1.11 -3.45 -0.04
O 2.04 -1.26 -2.27
H 2.16 -2.13 -1.84
H 2.63 -0.72 -1.73
*
```

*iii*
Formula: C5H18O3
Source: OMol25
Level of theory: wB97M-V/def2-TZVPD

Properties
highest occupied orbital energy	-10.687	eV
SMILES string	CCCCC.O.O.O

```
! RIJCOSX wB97M-V def2-TZVPD def2/J DEFGRID3
* xyz 0 1
C -1.09 1.94 1.18
C -1.14 0.48 0.69
C 0.26 -0.02 0.34
C 1.15 -0.41 1.58
C 2.10 0.75 1.91
H -2.09 2.37 1.26
H -0.49 2.53 0.48
H -0.59 2.00 2.15
H -1.72 0.49 -0.23
H -1.60 -0.13 1.45
H 0.22 -0.96 -0.23
H 0.82 0.72 -0.24
H 0.48 -0.66 2.38
H 1.78 -1.24 1.24
H 2.65 0.53 2.82
H 2.75 0.93 1.07
H 1.67 1.76 2.01
O -4.72 2.15 -1.79
H -3.81 1.85 -1.90
H -4.87 2.91 -2.36
O -2.26 -2.81 -1.78
H -2.45 -3.35 -2.55
H -2.16 -1.90 -2.08
O 5.36 -3.16 -2.41
H 5.14 -3.60 -3.23
H 4.62 -3.17 -1.78
*
```

Which is the most stable structure? *ii* is the most stable.